Computed, not measured: a structure of composition C39H49AsIN7O2PtS2, with wB97M-V/def2-TZVPD.

```
102
Properties=species:S:1:pos:R:3:forces:R:3
Pt -0.20263 0.25279 -0.08646 -0.1 -0.2 0.1
I -1.59574 0.08583 -3.48751 -0.1 0.0 0.0
As 2.23954 0.34984 -0.08770 0.0 0.3 0.0
S -4.81002 0.29257 -0.69305 0.0 0.0 0.0
S -0.18080 0.34344 2.39418 0.0 -0.2 0.1
O -2.71722 -3.97675 -2.47445 0.0 0.0 0.0
O -1.38876 -6.61474 -4.65623 0.0 0.0 0.0
N -2.55557 -0.24959 3.51497 0.0 0.0 -0.1
N -2.33763 0.19096 -0.12051 -0.1 -0.1 -0.1
N -2.86978 -1.01100 0.30202 0.0 0.0 0.0
N -2.36336 1.80720 2.51372 0.1 0.0 0.1
N -1.42220 -5.84508 -2.42126 -0.1 0.0 0.1
N -0.20759 -1.88952 -0.03190 0.2 0.0 0.0
N -3.03679 2.26303 -1.03426 0.0 0.1 0.0
C 0.45657 -3.93818 0.99198 0.0 0.0 0.0
C -0.88402 -2.58891 -0.94551 0.0 0.1 0.0
C -0.23043 -4.66203 0.03066 0.0 0.0 0.0
C 3.02155 1.44394 -1.47778 -0.1 0.0 0.0
C -0.51834 5.52710 -1.16038 0.0 0.0 0.0
C 0.06026 0.24134 -2.16104 0.0 0.0 0.0
C 4.75604 -3.54144 -0.85659 0.0 0.0 0.0
C 4.44510 -1.42877 0.25003 0.0 0.0 0.0
C 2.71971 -2.30699 -1.18678 0.0 0.0 -0.1
C -3.71142 2.25755 2.81315 0.0 0.0 0.0
C -1.52979 5.26950 1.12605 0.0 0.0 0.0
C -4.12325 -1.12167 0.05746 0.0 0.0 0.0
C -2.13042 -6.56738 -3.47076 0.0 0.0 0.0
C 2.86496 2.42561 1.79794 0.1 0.0 0.0
C 3.46555 0.69482 3.89286 0.0 0.0 0.0
C 4.66008 1.68820 -3.22288 0.0 0.0 0.0
C -3.23887 1.00483 -0.63917 0.0 0.0 0.1
C 3.20750 3.51996 -2.67819 0.0 0.0 0.0
C -0.26053 2.22249 -0.01792 0.3 0.1 -0.1
C -1.77067 -4.60299 -2.03006 0.1 0.0 0.0
C 3.54950 2.06778 4.07642 0.0 0.0 0.0
C -0.34052 4.89867 0.22893 -0.1 0.0 -0.1
C -1.84182 0.62634 2.82641 -0.1 0.2 -0.1
C 2.79739 1.05115 1.61090 0.1 -0.1 0.0
C -0.91383 -3.97271 -0.96029 0.0 0.0 0.0
C -5.49002 -2.98140 -0.92607 0.0 0.0 0.0
C 4.24527 2.99284 -3.43513 0.0 0.0 0.0
C 3.17880 -1.31676 -0.32322 0.0 0.0 0.1
C -2.19028 -1.63701 3.77133 0.0 0.0 0.0
C 2.59025 2.75007 -1.70585 0.0 0.0 0.0
C 0.95943 5.40577 0.86301 0.0 0.0 0.0
C -0.29627 3.42598 0.09164 0.1 0.0 0.1
C 4.05124 0.90949 -2.24774 0.0 0.0 0.0
C 3.24640 2.92975 3.03149 0.0 0.0 0.0
C 0.45131 -2.56029 0.92505 -0.1 0.0 0.0
C 3.50749 -3.41728 -1.44960 0.0 0.0 0.0
C -4.93883 -2.33749 0.34860 0.0 0.0 0.0
C 5.22589 -2.54524 -0.01312 0.0 0.0 0.0
C 3.08716 0.18328 2.66078 -0.1 0.0 0.0
H 1.76326 3.15905 -1.14493 0.0 0.0 0.0
H 6.20717 -2.62848 0.43430 0.0 0.0 0.0
H -6.14359 -2.29445 -1.46590 0.0 0.0 0.0
H -1.70862 2.46313 2.10707 -0.1 0.0 -0.1
H -3.47956 0.02973 3.80796 0.0 0.0 0.0
H -4.42878 1.44682 2.67501 0.0 0.0 0.0
H 5.46041 1.26803 -3.81681 0.0 0.0 0.0
H -0.25406 -5.74374 0.07941 0.0 0.0 0.0
H -4.29063 -3.03035 0.88661 0.0 0.0 0.0
H 0.99597 -4.42984 1.78900 0.0 0.0 0.0
H 5.37121 -4.40639 -1.06560 0.0 0.0 0.0
H 4.72492 3.59762 -4.19284 0.0 0.0 0.0
H 4.83571 -0.64520 0.88571 0.0 0.0 0.0
H 1.76210 -2.21658 -1.68057 0.0 0.0 0.0
H 3.85508 2.46685 5.03427 0.0 0.0 0.0
H 0.56881 1.15219 -2.45485 0.0 0.0 0.0
H -2.27554 -7.59455 -3.14382 0.0 0.0 0.0
H -3.72271 2.70932 -1.61951 0.0 0.0 0.0
H 2.63199 3.10437 0.98972 0.0 0.0 0.0
H -1.58113 -5.83793 -5.19151 0.0 0.0 0.0
H -1.44756 -2.04366 -1.69096 0.0 0.0 0.0
H -3.97556 3.04612 2.11248 0.0 0.0 0.0
H 3.31670 4.00019 3.17439 0.0 0.0 0.0
H -0.51795 6.61471 -1.07977 0.0 0.0 0.0
H 3.02132 -0.89025 2.53008 0.0 0.0 0.0
H -3.09474 -6.07911 -3.59419 0.0 0.0 0.0
H -1.39589 4.86562 2.13243 0.0 0.0 0.0
H -4.67979 -3.28220 -1.59007 -0.1 0.0 0.0
H 0.69020 -0.60882 -2.41210 0.0 0.0 -0.1
H -3.79411 2.64635 3.82943 0.0 0.0 0.0
H 0.96497 -1.96743 1.66744 0.0 0.0 0.0
H -2.60999 -2.28721 3.00278 0.0 0.0 0.0
H -2.57516 -1.92509 4.74643 0.0 0.0 0.0
H -6.07915 -3.86034 -0.67044 0.0 0.0 0.0
H 4.38867 -0.10678 -2.10256 0.0 0.0 0.0
H -2.09044 2.62810 -1.03171 0.0 0.0 0.0
H 1.81982 5.19856 0.22345 0.0 0.0 0.0
H 1.12360 4.94389 1.83744 0.0 0.0 0.0
H 3.14941 -4.18176 -2.12672 0.0 0.0 0.0
H -1.46359 5.22374 -1.61469 0.0 0.0 0.0
H 3.70025 0.02071 4.70559 0.0 0.0 0.0
H -2.46590 4.88701 0.71287 0.0 0.0 0.0
H 0.29164 5.23426 -1.83005 0.0 0.0 0.0
H 0.89911 6.48601 1.00057 0.0 0.0 0.0
H -0.54778 -6.23523 -2.11019 0.0 0.0 0.0
H 2.87454 4.53552 -2.84933 0.0 0.0 0.0
H -1.61372 6.35377 1.20718 0.0 0.0 0.0
H -1.10949 -1.73026 3.77390 0.0 0.0 0.0
H -5.76097 -2.06492 1.01540 0.0 0.0 0.0
```
Positions in Å, forces in eV/Å.

Charge: +2
Max |F| in eV/A: 0.3
Lowest unoccupied orbital energy in eV: -5.3548
HOMO in eV: -13.52
Kohn-Sham gap in eV: 8.2
Energy above the lowest of the compared OMol25 structures with the same formula, charge and spin in kJ/mol: 0.0
DFT total energy in Ha: -5498.0123